34
Properties=species:S:1:pos:R:3:forces:R:3:lowdin_charge:R:1 method="wB97M-V/def2-TZVPD" multiplicity=1 homo_ev=-16.1 homo_lumo_gap_ev=7.06 relative_energy_kcal_mol=6.00 charge=+2
I -0.250615 4.432904 1.550760 1.01 -0.38 -0.68 0.358
I 1.876107 3.903873 -0.205085 -1.27 -0.39 0.82 0.326
In -0.152331 1.136261 0.266917 -1.14 -1.19 0.55 0.368
P -1.839530 1.387755 -1.800459 -1.40 0.94 0.95 0.743
C -1.474596 1.551587 -3.546848 0.80 -0.25 -0.10 -0.236
C -3.380298 0.394066 -1.747528 0.28 -0.61 0.31 -0.215
H -2.671131 2.983461 -0.171033 0.03 0.01 -0.49 0.014
H -3.210578 3.393020 -1.846739 0.27 -0.03 0.22 0.078
H -1.514614 3.730444 -1.321416 -0.36 -0.05 -0.04 0.014
C -2.368520 3.042625 -1.231338 0.04 -0.04 -0.06 -0.305
H -3.712252 0.229482 -0.707301 0.22 0.07 -0.47 0.043
H -4.182320 0.908538 -2.305760 0.49 0.01 0.17 0.082
H -2.330959 1.981002 -4.074210 -0.01 -0.02 0.21 0.085
H -1.257704 0.563478 -3.961678 0.00 0.13 -0.09 0.067
H -3.187009 -0.577949 -2.234870 -0.16 0.34 0.28 0.068
H -0.605217 2.197777 -3.676574 -0.04 0.00 -0.17 0.061
C 1.267263 0.393789 -2.254070 3.08 -1.15 -2.33 -0.007
O 2.070150 0.068016 -3.007700 -2.56 1.01 2.25 0.123
Cl -2.073821 0.765444 1.756182 1.26 0.35 -0.72 0.032
C 2.659137 -3.297726 2.675581 0.12 -0.26 0.01 -0.003
N 1.996524 -2.001609 2.403426 -0.42 0.35 -0.49 -0.099
C 1.934435 -1.072553 3.545372 -0.11 0.88 0.32 -0.005
C 1.496001 -1.597900 1.220506 0.98 -0.94 1.81 -0.436
C 1.392867 -2.528879 0.075058 0.25 -0.04 0.82 0.056
O 1.115617 -0.400181 1.146713 -0.97 2.26 -0.67 -0.145
H 2.998948 -3.274542 3.719720 -0.11 0.01 -0.49 0.095
H 3.562630 -3.397009 2.044450 -0.63 -0.22 0.21 0.116
H 1.955438 -4.149262 2.604851 0.46 0.44 -0.28 0.115
H 2.515999 -0.146846 3.323880 -0.71 -0.55 0.11 0.113
H 0.878625 -0.861545 3.828195 0.70 0.14 -0.48 0.116
H 2.387242 -1.505867 4.440441 0.00 -0.19 -0.43 0.094
H 0.339869 -2.686331 -0.124349 -0.20 -0.15 -0.20 0.114
H 1.901940 -2.124488 -0.783390 0.12 0.10 -0.37 0.088
H 1.862704 -3.440835 0.398296 -0.02 -0.58 -0.46 0.080

=====

46
Properties=species:S:1:pos:R:3:forces:R:3:lowdin_charge:R:1 method="wB97M-V/def2-TZVPD" multiplicity=1 homo_ev=-16.5 homo_lumo_gap_ev=3.85 relative_energy_kcal_mol=8.15 charge=+2
Tl 0.050673 -0.917866 0.754316 -0.55 0.89 -1.08 1.451
C 3.849942 1.618267 -2.272763 -0.42 -0.51 -0.21 -0.643
F 4.468557 0.471029 -2.392887 0.06 0.12 -0.06 0.207
F 4.666870 2.615176 -2.192703 -0.09 0.11 0.03 0.251
F 2.945376 1.756870 -3.215978 0.22 0.09 0.05 0.185
S 2.973098 1.484247 -0.505062 -0.14 0.85 2.10 0.692
O 3.401686 0.244752 0.068336 -0.34 -0.55 -0.69 -0.270
O 3.228341 2.674245 0.252466 -0.21 -0.43 -0.75 -0.240
N 1.291175 1.304063 -0.840718 1.48 -1.58 0.26 -0.207
S 0.612442 2.554786 -1.605793 -1.97 2.04 -1.77 0.630
O 1.456715 3.687214 -1.829454 0.41 -0.46 0.61 -0.210
O -0.123722 2.090934 -2.760537 0.29 -0.26 0.72 -0.232
C -0.669301 3.123615 -0.327190 0.60 -0.22 -0.71 -0.664
F -1.278912 2.055517 0.184659 -0.23 0.16 0.23 0.099
F -0.052563 3.813505 0.603509 -0.05 -0.09 0.31 0.195
F -1.536280 3.875781 -0.962777 -0.06 -0.04 -0.02 0.208
C 1.737215 0.625141 3.589805 -1.01 1.14 0.94 -0.208
C 0.934961 1.769518 2.967879 0.59 -0.86 0.17 -0.182
O -0.346482 1.274839 2.552727 -0.02 -0.16 -0.15 -0.124
O 2.198641 -0.181432 2.535826 -0.11 -0.46 -0.20 -0.101
H 1.093016 0.089640 4.302668 -0.04 -0.25 -0.29 0.138
H 2.499713 1.045769 4.257269 0.56 -0.14 -0.65 0.153
H 1.436318 2.087059 2.054871 0.13 0.33 0.20 0.098
H 0.868775 2.579538 3.692044 -0.29 0.14 -0.20 0.150
H -1.004641 1.526779 3.209101 -0.14 -0.19 0.04 0.121
H 2.890894 -0.774092 2.860828 -0.03 -0.21 -0.16 0.134
C -1.658128 -4.223434 0.006518 0.39 -1.22 -0.54 -0.173
C -0.732770 -4.142638 -1.208558 0.70 0.26 -0.56 -0.163
O -0.211351 -2.803395 -1.307659 -0.02 0.18 0.22 -0.148
O -1.334249 -3.251691 0.987106 0.39 1.15 0.49 -0.117
H -1.508023 -5.221436 0.423709 -0.27 0.06 0.11 0.145
H -2.696147 -4.144940 -0.313844 -0.03 0.40 0.35 0.130
H -1.231346 -4.374298 -2.152425 -0.45 -0.02 0.30 0.141
H 0.100863 -4.848296 -1.182324 0.04 0.12 0.47 0.133
H -0.176258 -2.569720 -2.239372 0.18 0.14 -0.01 0.103
H -0.974645 -3.631482 1.794370 -0.15 -0.52 -0.06 0.116
C -3.259969 -0.818840 -0.621246 0.74 0.08 0.31 -0.147
C -2.604138 0.143349 -1.597079 -1.08 0.16 -0.55 -0.188
O -1.199692 -0.028156 -1.647534 -0.03 -0.45 0.59 -0.122
O -2.593634 -0.709908 0.650160 0.39 -0.09 0.18 -0.133
H -3.136942 -1.847439 -0.962457 -0.08 0.03 -0.02 0.120
H -4.312836 -0.587730 -0.475038 -0.04 0.07 -0.28 0.152
H -2.826446 1.178002 -1.335296 0.08 -0.01 0.23 0.129
H -3.082157 -0.019691 -2.567207 0.26 -0.08 -0.07 0.152
H -0.930060 -0.121542 -2.570113 0.21 0.17 0.05 0.114
H -3.224579 -0.471608 1.337848 0.13 0.10 0.09 0.126

=====

28
Properties=species:S:1:pos:R:3:forces:R:3:lowdin_charge:R:1 method="wB97M-V/def2-TZVPD" multiplicity=1 homo_ev=-8.7 homo_lumo_gap_ev=9.72 relative_energy_kcal_mol=55.27 smiles="C=C(C)CF.CCCPC"
C -0.728020 -2.979358 1.190060 -1.90 0.82 -0.62 -0.350
C -3.033441 1.876311 0.743631 -0.53 0.81 -4.20 -0.111
C 3.340801 1.740418 -1.386843 0.78 -0.53 3.21 -0.070
C -2.308388 0.727509 -0.064094 3.38 1.88 3.91 -0.323
C 2.900228 -0.239496 0.079517 0.39 -2.82 -2.16 -0.197
C -1.785128 -0.376633 0.923743 0.27 0.10 -2.08 -0.445
C 1.300195 0.237912 -1.698678 -0.32 0.96 -1.57 0.031
C 2.483915 0.522437 -1.173771 -1.10 1.33 1.87 -0.358
F 1.858774 -0.436894 0.970183 -0.02 0.82 0.62 -0.063
P -1.326126 -1.828296 -0.164800 -0.94 -0.45 0.61 0.820
H -0.399890 -3.912963 0.704615 0.12 0.38 0.83 0.025
H -1.685773 -3.052456 1.783677 1.50 -0.54 -0.14 0.036
H -2.481478 2.156499 1.596350 0.80 0.45 0.87 0.036
H -3.040545 2.748790 -0.076870 -0.22 -1.37 2.23 0.106
H -4.082699 1.703963 1.048305 0.54 -0.29 -0.32 0.064
H 3.487249 2.313023 -0.334115 -0.72 -0.99 -2.51 0.140
H 3.174258 2.373767 -2.206795 -0.66 0.85 -0.92 0.052
H 4.302292 1.290641 -1.507105 1.23 0.10 -0.35 0.058
H -1.334460 1.141591 -0.478316 -1.28 -0.08 0.15 0.100
H -2.832850 0.355656 -0.859901 -1.65 -1.04 -1.82 0.044
H 3.036032 -1.297926 -0.313995 0.57 1.02 0.59 0.135
H 3.854596 0.101459 0.526974 -0.90 0.06 0.21 0.121
H -0.904815 -0.099502 1.534291 -0.62 0.22 -0.33 0.079
H -2.624564 -0.662016 1.495426 -0.66 -0.46 1.24 0.045
H 0.655320 -0.565011 -1.378745 0.24 -0.25 0.12 -0.020
H 0.873014 0.842435 -2.539953 0.55 -0.48 0.82 0.085
H -0.012416 -2.333785 1.691876 0.49 -0.75 0.28 0.002
H -2.686072 -2.348066 -0.104655 0.65 0.24 -0.55 -0.043

=====

34
Properties=species:S:1:pos:R:3:forces:R:3:lowdin_spin:R:1 method="wB97M-V/def2-TZVPD" multiplicity=6 homo_ev="-14.2 / -14.2" homo_lumo_gap_ev="5.27 / 5.91" relative_energy_kcal_mol=14.44 charge=+2
I 0.000666 -1.263942 -5.927243 0.00 0.78 -0.31 0.000
I 0.000088 1.436010 -5.509223 0.00 -0.78 -0.21 0.000
Sm 0.001150 0.963406 0.164847 0.01 2.12 3.46 5.095
P -2.633046 -0.018613 0.042280 -2.25 0.02 0.38 -0.016
C -3.706762 -0.084431 -1.432199 0.27 0.03 -0.42 -0.002
C -3.303226 -1.382615 1.052808 0.56 -0.41 0.20 -0.003
H -4.387476 -1.304720 1.208271 0.28 0.26 -0.24 -0.001
H -4.425684 1.322648 1.074255 0.31 -0.06 -0.12 0.000
H -2.812994 -1.383713 2.033366 -0.07 -0.09 -0.18 0.000
H -2.881037 1.530496 1.938729 -0.14 0.05 -0.26 0.000
H -3.499965 -1.010863 -1.982877 -0.05 0.24 0.01 0.000
H -3.097898 -2.333763 0.549360 0.00 0.10 0.17 0.000
C -3.341299 1.443472 0.942422 0.52 0.07 -0.04 -0.001
H -4.774567 -0.070364 -1.170039 0.38 0.00 0.14 -0.001
H -3.169364 2.364722 0.365789 -0.10 -0.10 0.21 0.000
H -3.500541 0.776224 -2.081239 -0.08 -0.24 0.01 0.000
P 2.632442 -0.034137 0.050010 2.23 0.02 0.39 -0.016
C 3.711472 -0.103471 -1.420700 -0.27 0.03 -0.42 -0.002
C 3.345590 1.422080 0.955470 -0.52 0.07 -0.05 -0.001
H 2.798861 -1.402760 2.040055 0.07 -0.09 -0.18 0.000
H 4.375729 -1.333266 1.218760 -0.27 0.27 -0.24 -0.001
H 3.081167 -2.353001 0.555508 0.00 0.10 0.18 0.000
C 3.291363 -1.403783 1.060622 -0.57 -0.41 0.20 -0.004
H 2.881436 1.510623 1.949782 0.14 0.05 -0.26 0.000
H 4.428540 1.294239 1.091964 -0.30 -0.06 -0.12 0.000
H 4.778430 -0.093558 -1.154815 -0.39 0.00 0.14 -0.001
H 3.510835 0.758394 -2.069973 0.08 -0.24 0.01 0.000
H 3.182089 2.345178 0.379449 0.10 -0.10 0.21 0.000
H 3.503372 -1.028958 -1.972576 0.05 0.24 0.01 0.000
C 0.003311 -0.182266 -1.823113 0.00 -3.03 -6.50 -0.002
O 0.003656 -0.570421 -2.906589 0.00 1.27 4.44 0.009
Se 0.000744 -0.288204 5.126958 0.00 0.54 -1.92 -0.034
C 0.001673 0.122911 3.422251 -0.01 -0.54 0.98 0.004
N 0.001248 0.356444 2.227615 0.00 -0.10 0.32 -0.024

=====

29
Properties=species:S:1:pos:R:3:forces:R:3:lowdin_charge:R:1 method="wB97M-V/def2-TZVPD" multiplicity=1 homo_ev=-9.3 homo_lumo_gap_ev=9.65 relative_energy_kcal_mol=0.00 smiles=CC[C@H](C)[Si](I)(I)[C@@H](C)CC
C 0.534318 3.197001 0.756192 -0.26 0.10 -1.19 -0.114
C -2.043598 -1.874511 -2.002666 0.10 1.03 0.21 -0.110
C 1.652823 1.311790 2.610507 0.76 -2.12 0.93 -0.180
C 0.966896 -2.524567 -1.599230 1.00 -1.78 -0.18 -0.180
C 0.607285 1.718066 0.324557 2.27 1.64 -1.02 -0.349
C -1.303900 -1.697063 -0.675669 1.03 1.69 -1.04 -0.312
C 0.662564 0.796958 1.515355 -2.32 0.63 1.37 -0.591
C 0.205973 -1.421263 -0.932213 0.57 1.95 1.07 -0.458
Si 1.091936 -0.901401 0.914341 -1.12 -1.09 -1.81 -0.144
I 0.473654 -2.666277 2.561694 0.17 0.37 -0.31 0.436
I 3.521701 -0.871326 0.665059 0.12 -0.22 -0.16 0.546
H 0.297184 3.846388 -0.149531 0.21 -0.72 1.28 0.097
H 1.439031 3.580900 1.232988 -0.22 -0.10 0.02 0.067
H -0.301497 3.158299 1.447063 -0.19 0.91 0.27 0.071
H -1.519475 -2.568667 -2.676103 -0.44 0.15 0.18 0.068
H -1.952916 -0.828803 -2.394798 -0.55 -1.02 -0.46 0.085
H -3.110007 -2.143205 -1.835297 0.74 0.12 -0.36 0.081
H 2.593959 1.606060 2.128663 -0.24 0.06 -0.01 0.029
H 1.296002 2.186365 3.194456 0.03 -0.87 -0.21 0.078
H 2.010201 0.376960 3.297643 -1.14 2.41 -1.19 0.097
H 1.626194 -2.867237 -0.814589 1.04 -0.50 -0.40 0.005
H 0.407673 -3.427919 -1.789293 -0.86 -0.23 0.04 0.066
H 1.518206 -2.419663 -2.578853 -0.44 0.77 1.26 0.105
H -0.236971 1.664032 -0.357289 -0.05 -1.05 -0.01 0.101
H 1.573270 1.569103 -0.230445 -0.85 0.17 -0.11 0.097
H -1.732622 -0.751523 -0.243663 0.24 -1.19 0.38 0.113
H -1.312583 -2.556947 -0.047195 -0.57 -0.51 0.79 0.054
H -0.444355 0.842829 1.881990 1.82 -0.59 0.02 0.141
H 0.438164 -0.534907 -1.566678 -0.82 0.00 0.65 0.098

=====

31
Properties=species:S:1:pos:R:3:forces:R:3:lowdin_charge:R:1 method="wB97M-V/def2-TZVPD" multiplicity=1 homo_ev=-8.7 homo_lumo_gap_ev=9.16 relative_energy_kcal_mol=128.56
C 2.157889 -0.307224 -0.219617 -2.11 2.01 -1.63 -0.600
C 1.313629 1.763905 0.615070 -2.89 -0.01 0.34 -0.275
C -0.140435 2.282120 0.885228 0.75 1.97 2.29 -0.243
C -1.091072 2.388556 -0.263684 -3.39 -0.47 -2.13 -0.241
C -1.586037 1.117959 -1.103682 0.06 0.35 -1.55 -0.173
C -2.661739 0.009598 -0.680723 -0.05 3.58 1.05 -0.191
C -2.365454 -0.680738 0.597066 4.25 -0.47 -0.06 -0.115
C -1.180114 -1.711759 0.408030 1.27 1.08 2.25 -0.449
H 0.992288 -1.875894 -0.642717 1.69 1.35 -1.63 0.063
H 2.574046 -2.348179 -0.464425 -1.48 3.29 -1.99 0.172
H 4.259504 -0.681192 -0.789894 -3.24 2.71 1.93 0.165
H 3.518313 1.226252 -0.499457 0.73 -5.12 1.29 0.215
H 1.625233 2.484879 -0.085903 1.24 0.88 -1.34 0.078
H 1.913273 1.898075 1.536125 -0.11 -0.66 -0.39 0.118
H -0.485660 1.820588 1.905171 0.06 0.92 -2.06 0.129
H -0.047412 3.409629 0.956598 0.36 -0.96 1.37 0.108
H -0.669256 2.930311 -1.140921 0.67 -0.07 0.94 0.100
H -2.029276 3.149887 -0.098855 2.00 -2.06 0.37 0.150
H -0.648445 0.676307 -1.515151 -0.78 -0.27 0.79 0.088
H -1.896731 1.671982 -2.036330 -0.67 -0.91 0.73 0.100
H -3.065267 -0.534186 -1.458465 0.51 -1.99 -2.04 0.079
H -3.627832 0.479500 -0.486311 0.01 1.08 0.45 0.105
H -3.089867 -1.285157 1.015375 -2.13 -0.88 0.80 0.091
H -2.023600 0.086492 1.295682 -0.25 -0.20 0.31 0.102
H -0.329079 -1.268338 2.186865 0.14 3.69 4.60 -0.006
H 0.638833 -2.459381 1.257262 -1.68 1.50 1.16 0.117
N 1.957961 -1.457784 -0.964125 -1.18 -6.04 3.47 0.048
N 3.518224 -0.014615 -0.177464 1.91 4.13 -1.81 0.022
N 1.068599 0.473046 0.008974 5.04 -2.82 0.56 0.045
N -0.203104 -1.864085 1.509726 -1.26 -4.95 -7.81 0.148
O -1.085104 -2.314001 -0.625068 0.52 -0.65 -0.25 0.050

=====

30
Properties=species:S:1:pos:R:3:forces:R:3:lowdin_spin:R:1 method="wB97M-V/def2-TZVPD" multiplicity=3 homo_ev="-4.6 / -9.4" homo_lumo_gap_ev="5.41 / 8.04"
C -0.600060 2.013392 -0.810678 3.80 1.31 0.73 0.015
C 0.154058 0.729510 -1.253967 1.01 0.05 2.18 0.016
C -1.185473 1.771370 0.537483 -1.47 -0.55 1.52 0.062
C -0.139458 -0.218928 -0.027666 0.59 -0.46 -0.47 0.051
C 1.590569 0.811223 1.842283 -1.26 1.85 -1.88 0.003
C 0.737139 -2.522404 -0.911651 -4.29 -0.83 -0.95 0.001
C 1.146385 -0.333790 0.867646 -1.37 0.47 2.02 0.045
C -0.487677 -1.642622 -0.582014 -0.57 0.85 -0.78 0.016
N -1.289442 0.333756 0.679722 2.59 -0.01 1.13 0.733
O -4.014341 0.930654 0.304734 -1.42 0.95 3.76 0.139
O -3.525607 -1.505621 0.062039 0.47 -2.20 -0.29 0.143
P -3.138803 -0.034344 -0.534876 -0.41 -2.03 -4.04 0.686
H 0.017080 2.977016 -0.803766 -0.87 -1.31 -0.43 0.000
H -1.417503 2.058257 -1.398250 -2.44 0.90 -2.49 0.003
H -0.379396 0.204030 -2.026132 0.27 0.47 -1.01 0.001
H 1.295179 0.821694 -1.403059 -1.97 -0.01 -0.13 0.001
H -0.618823 2.178230 1.402711 -0.43 0.00 -0.54 0.031
H -2.270552 2.054728 0.581119 1.41 0.84 0.16 0.010
H 2.079854 1.754745 1.316602 -0.56 -2.22 1.07 0.000
H 2.113222 0.407574 2.674372 1.23 -0.22 0.29 0.001
H 0.719110 1.240222 2.334059 -0.18 -0.05 0.01 0.002
H 1.114445 -2.903481 -0.029636 1.21 -0.81 1.51 0.000
H 1.381991 -2.080510 -1.532277 3.12 2.40 -1.69 0.000
H 0.464788 -3.322863 -1.610450 -0.51 -0.45 0.67 0.001
H 1.054048 -1.250913 1.484475 0.12 0.42 -0.37 0.000
H 1.902575 -0.432904 0.165353 1.63 -0.73 -1.12 0.003
H -1.005311 -2.117029 0.216162 -0.57 -0.62 0.76 0.003
H -1.304674 -1.479327 -1.413856 1.97 -0.56 1.14 0.005
H -3.879099 0.875247 1.312874 -0.22 0.15 -1.67 0.027
H -3.087486 -2.333451 -0.350595 -0.90 2.41 0.90 0.002